A molecular structure, C40H32CaN8O3S3, computed with ωB97M-V with the def2-TZVPD basis set.

Last column: Mulliken charge in e.
Element x y z (Å)
Ca -0.443 0.715 0.883  1.90
C -3.072 4.558 0.832  -1.76
C -1.806 3.757 1.116  1.04
O -1.910 2.500 1.038  -0.73
C -0.654 4.472 1.422  -0.86
C 0.646 3.913 1.665  0.24
C 1.754 4.877 2.027  -1.44
N 0.890 2.638 1.600  0.70
N 2.211 2.282 1.897  -0.76
C 2.317 1.019 2.214  -0.02
O 1.383 0.150 2.314  -0.60
C 3.719 0.556 2.502  0.32
C 4.803 1.431 2.529  -0.18
C 6.079 0.967 2.810  -0.64
C 6.295 -0.383 3.066  -0.32
C 5.220 -1.261 3.036  -0.65
C 3.942 -0.793 2.759  -0.42
H -3.929 3.888 0.864  0.35
H -3.015 4.999 -0.166  0.33
H -3.207 5.369 1.552  0.42
H -0.736 5.552 1.457  0.12
H 1.395 5.906 1.988  0.43
H 2.596 4.747 1.347  0.26
H 2.130 4.661 3.028  0.26
H 4.617 2.476 2.321  0.44
H 6.914 1.659 2.826  0.36
H 7.293 -0.747 3.281  0.35
H 5.379 -2.317 3.227  0.37
H 3.088 -1.457 2.727  0.39
C -0.406 3.131 -2.234  -0.97
C -0.600 1.698 -2.631  0.09
N -1.778 1.211 -2.565  -1.10
N -1.865 -0.113 -2.955  0.51
C -2.405 -0.926 -2.125  0.17
S -3.083 -0.684 -0.564  -0.38
S -2.470 -2.640 -2.676  -0.21
C -1.453 -2.629 -4.192  -0.15
C -2.248 -2.511 -5.460  0.33
C -2.509 -3.628 -6.248  -0.52
C -3.254 -3.525 -7.416  -0.52
C -3.748 -2.293 -7.817  -0.36
C -3.490 -1.169 -7.038  -0.65
C -2.748 -1.275 -5.871  -0.03
C 0.601 0.896 -3.027  0.45
C 1.150 1.028 -4.290  -0.34
C 2.240 0.263 -4.700  -0.86
C 2.785 -0.643 -3.793  -0.45
C 2.259 -0.780 -2.520  -0.96
C 1.140 -0.026 -2.087  0.11
O 0.639 -0.163 -0.909  -0.02
H -1.368 3.588 -2.010  0.27
H 0.107 3.690 -3.023  0.42
H 0.225 3.184 -1.341  0.05
H -0.893 -3.566 -4.178  0.48
H -0.761 -1.794 -4.078  -0.34
H -2.124 -4.594 -5.937  0.32
H -3.448 -4.408 -8.014  0.34
H -4.329 -2.207 -8.727  0.34
H -3.872 -0.202 -7.341  0.38
H -2.551 -0.412 -5.246  0.38
H 0.699 1.733 -4.984  0.39
H 2.647 0.367 -5.698  0.35
H 3.638 -1.248 -4.084  0.36
H 2.691 -1.478 -1.812  0.36
S -0.796 -4.417 7.032  0.05
N -0.668 -4.717 5.443  -0.73
C -0.810 -3.565 4.817  0.96
C -0.742 -3.356 3.381  0.51
C -0.502 -4.375 2.457  -0.69
C -0.433 -4.060 1.122  -1.07
C -0.595 -2.726 0.732  -0.40
N -0.825 -1.762 1.603  0.72
C -0.906 -2.056 2.900  -0.37
C -1.190 -0.929 3.817  -0.66
N -1.396 0.268 3.258  -0.06
C -1.621 1.311 4.034  -0.09
C -1.674 1.218 5.427  -1.00
C -1.491 -0.013 6.012  -0.54
C -1.246 -1.119 5.198  0.66
C -1.047 -2.466 5.709  0.83
N -1.077 -2.820 6.979  -0.73
H -0.372 -5.390 2.812  0.50
H -0.256 -4.819 0.372  0.46
H -0.536 -2.427 -0.307  0.34
H -1.755 2.257 3.519  0.24
H -1.854 2.102 6.023  0.43
H -1.527 -0.145 7.086  0.49

Calculated values
* HOMO level: -1.63 eV
* total charge: -2
* energy above the lowest of the compared OMol25 structures with the same formula, charge and spin: 0.0 kcal/mol
* multiplicity: 1

A single C3HCl3O molecule, computed with ωB97M-V with the def2-TZVPD basis set.

Last column: natural (NBO) charge in e.
Element x y z (Å)
O 2.058 -1.328 0.478  -0.46
C 1.456 -0.358 0.199  0.47
C -0.285 -0.441 -0.086  -0.22
Cl -0.885 -2.026 -0.103  0.08
C -1.037 0.654 -0.153  -0.14
Cl -2.754 0.610 -0.289  0.06
Cl -0.368 2.231 -0.104  0.06
H 1.816 0.658 0.057  0.15

Calculated values
* HOMO level: -9.68 eV
* energy above the lowest of the compared OMol25 structures with the same formula, charge and spin: 26.0 kcal/mol
* multiplicity: 1
* SMILES string: O=CC(Cl)=C(Cl)Cl

A molecular structure, C4H16N8O4Rb, computed with ωB97M-V with the def2-TZVPD basis set.

Last column: natural (NBO) charge in e.
Element x y z (Å)
Rb -0.513 -0.016 1.081  1.00
C -2.898 -0.492 -3.247  0.75
O -3.010 -0.467 -2.035  -0.73
N -3.207 -1.490 -4.047  -0.82
N -2.421 0.499 -3.899  -0.81
H -3.228 -1.251 -5.028  0.39
H -3.721 -2.230 -3.591  0.41
H -2.333 0.541 -4.905  0.39
H -1.925 1.158 -3.317  0.40
C 3.932 -0.169 -1.921  0.76
O 3.324 -0.515 -0.920  -0.70
N 3.910 -0.871 -3.039  -0.83
N 4.867 0.757 -1.967  -0.83
H 3.393 -1.732 -2.933  0.41
H 4.407 -0.648 -3.890  0.40
H 5.212 1.205 -1.130  0.41
H 5.218 1.051 -2.868  0.39
C 3.234 1.822 3.349  0.76
O 2.096 1.570 3.645  -0.70
N 3.601 2.998 2.893  -0.82
N 4.227 0.967 3.291  -0.82
H 3.018 3.808 3.049  0.41
H 4.594 3.082 2.729  0.37
H 5.094 1.261 2.865  0.38
H 4.032 -0.006 3.479  0.41
C -4.719 -1.105 2.951  0.76
O -3.613 -0.615 3.303  -0.74
N -5.142 -0.939 1.742  -0.81
N -5.440 -1.873 3.768  -0.82
H -4.635 -0.560 0.955  0.41
H -5.998 -1.358 1.407  0.38
H -6.319 -2.320 3.555  0.40
H -5.037 -2.058 4.675  0.42

Calculated values
* HOMO level: -12.04 eV
* total charge: +1
* energy above the lowest of the compared OMol25 structures with the same formula, charge and spin: 67.0 kcal/mol
* multiplicity: 1

A single C26H33N3O2 molecule, computed with ωB97M-V with the def2-TZVPD basis set.

Last column: natural (NBO) charge in e.
Element x y z (Å)
C -3.687 1.985 -0.543  -0.25
O -4.000 2.258 0.798  -0.51
C -3.313 1.600 1.776  0.39
C -3.682 1.922 3.082  -0.29
C -3.054 1.312 4.145  -0.18
C -2.046 0.389 3.923  -0.25
C -1.656 0.068 2.630  0.02
C -0.545 -0.921 2.413  -0.41
C 0.859 -0.303 2.170  -0.04
C 1.013 0.971 3.027  -0.07
O 2.235 1.642 2.892  -0.75
C 1.903 -1.370 2.534  -0.39
C 3.314 -0.973 2.109  -0.42
C 3.332 -0.577 0.638  -0.22
N 2.374 0.489 0.389  -0.47
C 2.530 1.086 -0.936  -0.23
C 2.657 0.104 -2.060  -0.16
C 3.864 -0.324 -2.646  -0.04
N 3.661 -1.259 -3.550  -0.26
N 2.348 -1.464 -3.558  -0.32
C 1.686 -0.663 -2.686  0.12
C 0.229 -0.757 -2.550  -0.09
C -0.308 -1.943 -2.053  -0.15
C -1.674 -2.114 -1.905  -0.04
C -2.246 -3.375 -1.331  -0.63
C -2.511 -1.077 -2.303  -0.22
C -1.988 0.093 -2.817  -0.15
C -0.616 0.283 -2.938  -0.02
C -0.090 1.571 -3.495  -0.64
C 1.021 0.043 0.681  -0.24
C -2.307 0.666 1.555  -0.35
H -2.643 2.224 -0.771  0.17
H -3.878 0.937 -0.793  0.18
H -4.340 2.624 -1.135  0.20
H -4.466 2.648 3.229  0.22
H -3.349 1.557 5.154  0.21
H -1.556 -0.083 4.761  0.21
H -0.480 -1.555 3.300  0.22
H -0.786 -1.563 1.562  0.21
H 0.189 1.657 2.771  0.17
H 0.917 0.714 4.086  0.17
H 2.459 1.627 1.944  0.49
H 1.881 -1.551 3.610  0.21
H 1.628 -2.303 2.030  0.19
H 3.657 -0.138 2.718  0.23
H 3.995 -1.812 2.263  0.21
H 4.325 -0.215 0.360  0.20
H 3.108 -1.465 0.020  0.17
H 1.681 1.754 -1.101  0.21
H 3.444 1.690 -0.908  0.21
H 4.856 0.026 -2.438  0.21
H 1.942 -2.137 -4.189  0.41
H 0.365 -2.741 -1.766  0.21
H -2.988 -3.798 -2.006  0.22
H -2.741 -3.165 -0.383  0.22
H -1.468 -4.114 -1.158  0.22
H -3.582 -1.198 -2.217  0.21
H -2.655 0.880 -3.139  0.20
H 0.946 1.473 -3.808  0.23
H -0.146 2.359 -2.743  0.22
H -0.689 1.886 -4.347  0.22
H 0.331 0.851 0.418  0.21
H 0.752 -0.843 0.081  0.18
H -2.020 0.388 0.552  0.22

Calculated values
* HOMO level: -8.40 eV
* energy above the lowest of the compared OMol25 structures with the same formula, charge and spin: 55.4 kcal/mol
* multiplicity: 1
* SMILES string: COc1cccc(C[C@@]2(CO)CCCN(Cc3cn[nH]c3-c3cc(C)ccc3C)C2)c1

A molecular structure, C3H4N2O, computed with ωB97M-V with the def2-TZVPD basis set.

Last column: natural (NBO) charge in e.
Element x y z (Å)
N -0.948 0.374 0.524  -0.57
C -0.459 -0.734 1.043  0.50
O 0.461 -1.331 0.375  -0.41
C 0.759 -0.465 -0.843  -0.34
C 0.046 0.770 -0.499  0.21
N 0.577 1.846 -0.818  -0.58
H -1.541 1.008 1.045  0.43
H -0.759 -1.139 2.007  0.20
H 0.375 -1.057 -1.678  0.19
H 1.490 0.728 -1.155  0.37

Calculated values
* HOMO level: -7.95 eV
* energy above the lowest of the compared OMol25 structures with the same formula, charge and spin: 132.8 kcal/mol
* multiplicity: 1

3 unconnected molecules or ions with the total composition C13H18F9O8PS, computed with ωB97M-V with the def2-TZVPD basis set.

Last column: natural (NBO) charge in e.
Element x y z (Å)
C -4.484 0.346 0.394  -0.90
S -3.303 1.186 -0.626  1.80
O -3.100 0.434 -1.852  -0.96
O -3.730 2.575 -0.709  -0.97
P -1.349 1.233 0.482  0.53
C 0.347 1.271 1.456  0.32
F 1.329 0.987 0.560  -0.33
F 0.304 0.236 2.356  -0.35
C 0.811 2.546 2.205  0.57
F 0.472 3.622 1.456  -0.31
F 2.159 2.536 2.322  -0.30
C 0.294 2.781 3.658  0.56
F 0.807 1.848 4.470  -0.29
F 0.768 3.987 4.034  -0.29
C -1.249 2.809 3.863  0.92
F -1.557 3.488 4.957  -0.29
F -1.726 1.567 3.978  -0.30
F -1.853 3.385 2.813  -0.31
H -4.284 -0.721 0.461  0.27
H -5.459 0.550 -0.055  0.26
H -4.466 0.792 1.392  0.23
H -2.033 1.030 1.698  0.02
H -0.898 0.097 -0.209  0.07
H -1.139 2.477 -0.139  0.06
C 5.385 1.566 -2.974  -0.63
C 4.423 0.762 -2.135  0.07
C 4.269 -0.701 -2.501  -0.09
O 2.923 -0.978 -2.092  -0.50
C 2.229 0.186 -2.158  0.98
O 1.046 0.270 -2.082  -0.59
O 3.069 1.227 -2.318  -0.49
H 5.133 2.624 -2.920  0.24
H 6.403 1.436 -2.608  0.22
H 5.350 1.262 -4.021  0.21
H 4.655 0.864 -1.071  0.19
H 4.954 -1.369 -1.987  0.21
H 4.342 -0.852 -3.581  0.18
C -0.801 -3.188 -1.921  -0.63
C -1.163 -3.345 -0.467  0.07
C -1.585 -4.732 -0.026  -0.09
O -2.503 -4.456 1.043  -0.49
C -3.043 -3.241 0.808  0.97
O -3.994 -2.796 1.370  -0.59
O -2.356 -2.590 -0.151  -0.50
H -0.920 -2.152 -2.234  0.26
H 0.239 -3.473 -2.082  0.22
H -1.438 -3.808 -2.554  0.21
H -0.368 -2.965 0.181  0.18
H -0.775 -5.358 0.336  0.21
H -2.132 -5.250 -0.818  0.18

Calculated values
* HOMO level: -8.80 eV
* multiplicity: 1
* SMILES string: CS(=O)(=O)[PH3]C(F)(F)C(F)(F)C(F)(F)C(F)(F)F.C[C@@H]1COC(=O)O1.C[C@@H]1COC(=O)O1

Per-record orbital gap, eV: 4.9, 9.6, 9.4, 9.0, 8.3, 9.2